C2H5N3O | the ωB97M-V functional and the def2-TZVPD basis

Computed properties:
- Kohn-Sham gap (alpha / beta) (eV) = 8.03 / 8.86
- net charge = 0
- HOMO (alpha / beta) (eV) = -7.436 / -8.336
- multiplicity = 1
- molecular weight (g mol⁻¹) = 87.08
- E_LUMO (alpha / beta) (eV) = 0.60 / 0.53

Geometry (Å):
C 0.94646 -0.03289 0.63417
C -0.08722 -0.75215 1.21887
N 0.78989 0.84828 -0.44148
N -0.43151 1.17270 -0.85820
N -1.11770 -1.13687 -0.74879
O -1.22467 -1.03283 0.60314
H 1.85069 -0.07604 1.26810
H 0.02925 -1.06059 2.26286
H 1.62553 1.14343 -0.97612
H -0.26903 1.80454 -1.76895
H -2.11169 -0.87759 -1.19360

Löwdin population analysis, charges in e, atoms 1 to 8: number 1, C, carries -0.120; number 2, C, carries -0.178; number 3, N, carries -0.163; number 4, N, carries 0.024; number 5, N, carries 0.035; number 6, O, carries -0.173; number 7, H, carries 0.106; number 8, H, carries 0.114